Density functional theory data (wB97M-V/def2-TZVPD) for a cluster of 2 separate species, C2H3BrS in total in a non-equilibrium geometry.

CARTESIAN COORDINATES (ANGSTROEM)
C -1.2673 1.2310 -0.3192
C 0.5280 -0.3871 -0.0633
S -2.6301 0.6522 0.1360
Br 2.1040 0.4996 0.0369
H -0.7383 1.9679 -0.8594
H 0.4202 -1.1926 0.7709
H 0.2019 -0.7609 -0.9656

Atoms 1-6, force components in eV/Å:
1.836 -3.702 1.181
-2.965 0.064 2.932
-0.355 0.673 -0.159
1.540 0.762 -0.178
0.146 1.020 -0.364
-0.165 1.892 -1.295

F_max ... 4.30 eV/A
Energy relative to the best compared isomer or geometry (same formula, charge and spin) ... 351.5 kJ/mol
Net charge ... 0



Density functional theory data (wB97M-V/def2-TZVPD) for a structure of composition C28H33CuN5O2S.

CARTESIAN COORDINATES (ANGSTROEM)
Cu 0.4439 0.8855 -1.3260
N 4.0399 -6.4830 -2.9069
C 3.6482 -5.1591 -2.6506
C 3.7501 -4.1872 -3.6429
C 3.4118 -2.8725 -3.3688
C 2.9558 -2.5166 -2.1078
C 2.8508 -3.4784 -1.1158
C 3.2045 -4.7892 -1.3827
S 2.5314 -0.8357 -1.8022
O 3.5766 -0.0479 -2.4023
O 2.2981 -0.6982 -0.3809
N 1.1818 -0.4891 -2.6294
C 0.0881 -1.3404 -2.5905
N -0.9141 -0.9812 -3.4224
C -1.9999 -1.7312 -3.3782
C -2.1307 -2.8478 -2.5612
C -1.0291 -3.1468 -1.7836
N 0.0741 -2.4086 -1.7810
H 3.9591 -6.7477 -3.8770
H 3.5820 -7.1615 -2.3174
H 4.1059 -4.4595 -4.6300
H 3.5061 -2.1193 -4.1396
H 2.4789 -3.1890 -0.1432
H 3.1303 -5.5372 -0.6010
H -2.8146 -1.4322 -4.0325
H -3.0337 -3.4403 -2.5363
H -1.0282 -4.0088 -1.1217
C 3.0193 5.2740 -0.3246
C 2.0590 4.5189 0.5596
C 1.9961 4.7999 1.9283
C 1.1206 4.0749 2.7232
C 1.0472 4.3297 4.2080
C 0.3137 3.0869 2.1691
C 0.3382 2.7799 0.7867
C 1.2492 3.5448 0.0197
N -0.4120 1.8520 0.1245
C -1.4820 1.1279 0.7991
C -0.9702 0.1247 1.8536
C -2.1337 -0.6597 2.4743
C -2.8427 -1.4700 1.3858
C -3.3849 -0.5162 0.3177
C -4.4013 0.4283 0.9582
C -3.6997 1.2518 2.0385
C -3.1313 0.3137 3.1099
C -2.5547 2.0561 1.4124
C -2.2229 0.2919 -0.2646
H 3.4959 6.0903 0.2207
H 2.5094 5.7023 -1.1900
H 3.8077 4.6225 -0.7064
H 2.6272 5.5675 2.3625
H 1.6411 5.2008 4.4887
H 1.4173 3.4769 4.7824
H 0.0176 4.5093 4.5269
H -0.3257 2.5389 2.8446
H 1.2996 3.3514 -1.0491
H -0.4092 0.6318 2.6429
H -0.2636 -0.5501 1.3570
H -1.7431 -1.3367 3.2411
H -3.6606 -2.0594 1.8183
H -2.1349 -2.1696 0.9317
H -3.8581 -1.0921 -0.4842
H -5.2321 -0.1434 1.3892
H -4.8233 1.0973 0.2008
H -4.4177 1.9398 2.4969
H -3.9445 -0.2449 3.5886
H -2.6368 0.9009 3.8913
H -2.1345 2.7192 2.1652
H -2.9303 2.6989 0.6089
H -2.5633 0.9668 -1.0565
H -1.5132 -0.4045 -0.7193

Atoms 1-6, force components in eV/Å:
-0.172 0.358 0.106
-0.050 -0.025 -0.031
0.021 -0.064 -0.016
-0.004 0.038 0.013
0.017 -0.051 -0.012
0.078 -0.241 -0.206

F_max ... 0.83 eV/A
Energy relative to the best compared isomer or geometry (same formula, charge and spin) ... 40.0 kJ/mol
Net charge ... -1



Density functional theory data (wB97M-V/def2-TZVPD) for the molecule C5H5Cl2OPS in a non-equilibrium geometry.

CARTESIAN COORDINATES (ANGSTROEM)
C -1.1572 -1.3864 -0.5247
C -1.0067 -2.1037 0.6495
C -0.5523 -0.1648 -0.6006
C 0.2016 0.0568 0.9637
C -0.5417 0.9162 -1.5935
O 1.2481 2.6106 0.8822
P 1.5125 1.2103 1.1981
S -0.0530 -1.3620 1.8313
Cl 2.0913 0.9526 3.0930
Cl 3.0839 0.5441 0.1246
H -1.7254 -1.8058 -1.3391
H -1.4579 -3.0593 0.8564
H -0.2633 0.5324 -2.5780
H -1.5365 1.3641 -1.6640
H 0.1565 1.6949 -1.2989

Atoms 1-6, force components in eV/Å:
-0.097 -0.145 -0.210
0.400 0.051 0.569
2.604 0.854 5.896
-1.867 -0.733 -4.904
-0.044 0.102 -0.361
-0.189 0.047 -0.172

SMILES ... Cc1ccsc1P(=O)(Cl)Cl
F_max ... 6.50 eV/A
Energy relative to the best compared isomer or geometry (same formula, charge and spin) ... 0.0 kJ/mol
Net charge ... 0



Density functional theory data (wB97M-V/def2-TZVPD) for a structure of composition C15H8Cl2O6Se4Sn.

CARTESIAN COORDINATES (ANGSTROEM)
Sn 0.0336 -2.8691 -1.2575
Se 3.5598 -3.8811 -0.7952
Se 4.4757 -5.1216 0.7367
Se 3.4047 -4.5784 2.6930
Se 1.8656 -3.1418 2.1454
Cl 1.5861 3.5530 -4.8507
C 1.4259 2.1603 -3.8305
C 1.8182 2.2488 -2.4903
C 1.7099 1.1616 -1.6612
Cl 2.2044 1.2913 -0.0140
C 1.2005 -0.0810 -2.1193
O 1.1408 -1.0873 -1.3065
C 0.8019 -0.1351 -3.4788
C 0.2445 -1.3172 -4.0751
O 0.0036 -2.3994 -3.5292
C 0.9252 0.9884 -4.3197
H 2.2090 3.1795 -2.1024
H 0.0185 -1.2372 -5.1481
H 0.6189 0.9139 -5.3557
O -3.4109 -0.5405 -0.7084
C -2.3690 -0.8783 -0.1981
O -1.6129 -1.8436 -0.6887
C -1.8699 -0.2282 1.0614
C -0.5579 -0.3472 1.4911
C -0.1043 0.2758 2.6565
C -1.0270 1.0064 3.3596
O -0.8483 1.7006 4.5219
C -2.1052 2.3106 4.8199
O -3.0355 1.9182 3.8163
C -2.3397 1.1354 2.9314
C -2.7937 0.5407 1.7876
H 0.1558 -0.8931 0.8894
H 0.9232 0.1944 2.9841
H -1.9899 3.3962 4.8057
H -2.4516 1.9612 5.7936
H -3.8100 0.6437 1.4358

Atoms 1-6, force components in eV/Å:
-0.038 0.085 -0.069
-0.063 0.036 0.057
0.186 -0.033 -0.137
-0.120 -0.013 0.148
0.002 0.085 -0.057
-0.001 0.021 -0.019

F_max ... 0.24 eV/A
Net charge ... 0



Density functional theory data (wB97M-V/def2-TZVPD) for the molecule C18H23N3O3S in a non-equilibrium geometry.

CARTESIAN COORDINATES (ANGSTROEM)
C -6.4407 -1.1160 1.9811
H -7.3539 -1.3254 2.5356
O -6.7470 -0.0273 1.1422
C -5.7737 0.4610 0.3293
C -4.4825 -0.0416 0.2495
C -3.5675 0.5455 -0.6245
C -3.9322 1.6295 -1.4176
C -5.2219 2.1219 -1.3315
C -6.1365 1.5485 -0.4707
H -7.1450 1.9228 -0.3936
H -5.5188 2.9617 -1.9411
H -3.2013 2.0610 -2.0811
C -2.2250 0.0231 -0.7094
N -1.2552 0.4590 -1.4537
N -0.1838 -0.3186 -1.2290
C -0.5503 -1.1986 -0.3447
S 0.4084 -2.4682 0.3075
C 2.0018 -1.8299 -0.2853
H 1.9231 -1.7160 -1.3648
H 2.7497 -2.5770 -0.0217
C 2.2753 -0.4904 0.4056
O 1.5743 -0.1065 1.3201
N 3.3100 0.2226 -0.0726
C 4.2784 -0.1972 -1.0563
H 3.9770 -1.1315 -1.5253
C 5.6603 -0.3581 -0.4054
C 6.6912 -0.7910 -1.4421
H 6.4095 -1.7395 -1.8936
H 6.7731 -0.0462 -2.2306
H 7.6677 -0.9082 -0.9789
C 6.0563 0.9615 0.2588
C 4.9893 1.4127 1.2581
C 5.3449 2.7575 1.8816
H 5.4167 3.5259 1.1148
H 4.5845 3.0572 2.5981
H 6.3002 2.6967 2.3974
C 3.6373 1.4934 0.5437
H 2.8402 1.7362 1.2472
H 3.6724 2.2616 -0.2365
H 4.9097 0.6620 2.0519
H 7.0153 0.8455 0.7676
H 6.1772 1.7288 -0.5103
H 5.5849 -1.1308 0.3682
H 4.3349 0.5741 -1.8341
O -1.8320 -1.0538 0.0301
H -4.1620 -0.8782 0.8495
H -6.1575 -2.0014 1.4032
H -5.6392 -0.8684 2.6841

Atoms 1-6, force components in eV/Å:
0.046 -0.165 0.127
0.093 -0.025 -0.017
-0.042 0.227 -0.181
0.034 0.187 -0.182
-0.075 -0.061 0.087
-0.604 0.149 0.098

SMILES ... COc1cccc(-c2nnc(SCC(=O)N3C[C@H](C)C[C@H](C)C3)o2)c1
F_max ... 1.70 eV/A
Energy relative to the best compared isomer or geometry (same formula, charge and spin) ... 214.6 kJ/mol
Net charge ... 0



HOMO level for every record listed, in sequence, given in eV: -7.5 -3.5 -8.8 -8.1 -8.1.
Kohn-Sham gap for every record listed, in sequence, given in eV: 6.926 6.164 8.322 4.976 8.676.